No. 1
Below is 10 unconnected molecules or ions with the total composition C12H33B3F3N9O22 at a distorted geometry, with properties calculated with wB97M-V/def2-TZVPD.

Positions of all 82 atoms, in Å:
O (-3.65589, 1.02184, -3.59312)
C (-3.91855, -0.33706, -4.02162)
C (-2.73378, -1.35030, -3.70484)
B (-2.19334, -1.33725, -2.18247)
O (-2.56253, -0.41705, -1.14928)
B (-3.12623, -1.27122, -0.10508)
O (-2.43289, -2.46371, 0.33487)
B (-2.04784, -3.18679, -0.87047)
O (-1.27089, -2.39867, -1.81439)
C (-5.32931, -0.75454, -3.43675)
F (-5.60118, -0.22742, -2.17098)
F (-6.30355, -0.19922, -4.29567)
F (-5.55289, -2.12388, -3.37232)
H (-2.69620, 1.20082, -3.63885)
H (-4.03799, -0.32115, -5.15970)
H (-3.14959, -2.40390, -3.88278)
H (-1.86368, -1.21257, -4.43173)
H (-4.19256, -0.95403, 0.31962)
H (-2.35688, -4.31256, -1.06002)
C (0.67854, -3.94550, 2.55117)
N (0.96948, -3.68486, 1.11792)
O (1.69119, -2.74217, 0.85028)
O (0.46040, -4.43893, 0.30545)
H (1.19009, -3.20508, 3.15259)
H (-0.40015, -3.87216, 2.68449)
H (1.03817, -4.94598, 2.78272)
C (1.64507, 0.08034, -2.17121)
N (0.67495, 1.14817, -2.52837)
O (0.94137, 2.28377, -2.19496)
O (-0.32657, 0.80308, -3.13461)
H (2.47951, 0.53032, -1.63902)
H (1.12484, -0.63853, -1.53820)
H (1.98124, -0.38075, -3.09838)
C (0.89549, -8.77711, 3.80432)
N (0.67562, -7.32605, 3.57334)
O (0.87600, -6.89943, 2.45154)
O (0.30904, -6.66549, 4.52864)
H (1.21754, -9.23467, 2.87200)
H (1.66454, -8.87471, 4.56867)
H (-0.04919, -9.20310, 4.13772)
C (4.24707, -0.97452, 4.39153)
N (3.09828, -1.69241, 3.78159)
O (3.31703, -2.78253, 3.28488)
O (2.01752, -1.13537, 3.82349)
H (5.13970, -1.58563, 4.28142)
H (4.35937, -0.02816, 3.86533)
H (4.01419, -0.81655, 5.44311)
C (-3.38455, 2.68203, -1.10201)
N (-4.03997, 3.18627, 0.13231)
O (-3.96560, 2.49210, 1.13039)
O (-4.60606, 4.26070, 0.05620)
H (-2.92430, 1.72233, -0.88749)
H (-4.15428, 2.57790, -1.86355)
H (-2.63288, 3.41392, -1.39656)
C (1.03655, 5.80787, -0.98394)
N (2.38670, 5.72599, -0.36867)
O (3.33597, 6.07698, -1.04785)
O (2.44767, 5.31275, 0.77296)
H (1.13385, 6.18986, -1.99556)
H (0.61717, 4.80328, -0.99108)
H (0.43771, 6.48215, -0.37364)
C (-0.28707, 4.29519, -5.74995)
N (-0.07960, 4.93658, -4.42647)
O (1.07015, 5.18673, -4.10088)
O (-1.07413, 5.16550, -3.76447)
H (0.68074, 4.15172, -6.22458)
H (-0.77837, 3.33907, -5.57751)
H (-0.91303, 4.96020, -6.34236)
C (-1.36688, -5.87226, 7.32231)
N (-0.52778, -5.81246, 8.54676)
O (-0.17912, -6.86947, 9.03937)
O (-0.24961, -4.70643, 8.96854)
H (-1.53399, -6.91470, 7.06291)
H (-2.30898, -5.37425, 7.54502)
H (-0.82665, -5.35947, 6.52875)
C (5.44790, 8.22243, -1.83866)
N (6.63509, 9.08348, -2.07888)
O (6.88496, 9.93842, -1.24965)
O (7.27364, 8.86931, -3.09247)
H (4.97893, 8.52410, -0.90558)
H (4.76634, 8.36206, -2.67566)
H (5.79494, 7.19283, -1.77994)

Calculated values
SMILES   O[C@@H](CB1OBOBO1)C(F)(F)F.C[N+](=O)[O-].C[N+](=O)[O-].C[N+](=O)[O-].C[N+](=O)[O-].C[N+](=O)[O-].C[N+](=O)[O-].C[N+](=O)[O-].C[N+](=O)[O-].C[N+](=O)[O-]
Highest occupied orbital energy   -10.70 eV
Spin multiplicity   1
F_max   0.067 Eh/bohr
Kohn-Sham gap   10.1 eV

=====

No. 2
Below is a molecular structure, C12H33ClIN2OP2Y at a distorted geometry, with properties calculated with wB97M-V/def2-TZVPD.

Positions of all 53 atoms, in Å:
C (-0.57944, 1.67854, -4.13374)
I (1.03318, 2.41028, -5.23099)
H (-0.90455, 1.13587, -5.01911)
H (-1.60082, 1.67946, -3.62950)
H (-0.09108, 1.08253, -3.31212)
Y (1.08886, -1.11458, -0.23065)
P (0.47810, 2.98905, -1.47972)
C (-0.07463, 3.82449, 0.04594)
C (1.99433, 3.90210, -1.94482)
H (1.76801, 4.96285, -1.82445)
H (-0.34327, 4.80438, -2.86517)
H (2.24777, 3.73706, -3.00271)
H (-0.77191, 3.28093, -3.54298)
H (0.44417, 3.38939, 0.90426)
H (2.79527, 3.65964, -1.23493)
C (-0.71286, 3.82183, -2.57482)
H (0.13909, 4.89749, -0.05850)
H (-1.70222, 3.85433, -2.10940)
H (-1.15581, 3.64770, 0.12744)
P (0.40001, -3.60777, -1.25993)
C (-0.16485, -4.66545, 0.13574)
C (-0.84270, -3.91059, -2.55450)
H (2.20951, -3.77268, -2.82034)
H (1.81609, -5.39860, -2.14963)
H (2.76858, -4.19706, -1.19784)
C (1.94908, -4.33290, -1.91328)
H (-0.77113, -3.09920, -3.28869)
H (-0.67613, -4.86337, -3.06998)
H (0.11601, -5.72519, -0.03103)
H (-1.26764, -4.56751, 0.21652)
H (-1.84132, -3.91614, -2.09830)
H (0.27537, -4.32510, 1.08901)
Cl (1.43667, -0.67703, -2.56280)
C (1.98963, -0.46785, 2.37544)
N (0.71050, -0.26489, 3.11477)
C (0.80231, -0.17456, 4.57539)
C (-0.45010, -0.20655, 2.40984)
O (-0.36753, -0.41553, 1.11823)
N (-1.65293, 0.15249, 2.86013)
C (-2.05164, 0.21833, 4.26883)
C (-2.68791, 0.40838, 1.85239)
H (2.80618, -0.25310, 3.07132)
H (2.11275, 0.25876, 1.53704)
H (2.10203, -1.50313, 1.98212)
H (0.59217, 0.84390, 4.92249)
H (0.11657, -0.89192, 5.03948)
H (1.81920, -0.45120, 4.85425)
H (-3.14836, 0.19978, 4.29398)
H (-1.66989, -0.66553, 4.79476)
H (-1.62071, 1.14561, 4.69695)
H (-2.39483, 1.26517, 1.22546)
H (-2.89396, -0.46668, 1.21379)
H (-3.57321, 0.68375, 2.41435)

Calculated values
Energy relative to the best compared isomer or geometry (same formula, charge and spin)   32.1 kcal per mole
Highest occupied orbital energy   -13.02 eV
Spin multiplicity   1
Total charge   +2
F_max   0.098 Eh/bohr
Kohn-Sham gap   5.7 eV

=====

No. 3
Below is a molecular structure, C12H33CrFInN3O3 at a distorted geometry, with properties calculated with wB97M-V/def2-TZVPD.

Positions of all 54 atoms, in Å:
In (1.47126, 2.97127, -1.22668)
Cr (-1.57313, 0.58817, 0.28473)
F (-0.07899, 1.38619, -0.35129)
C (-2.01404, -2.78601, -1.80185)
C (-1.81372, -1.80534, -0.63520)
C (-0.44922, -1.53145, 0.01535)
O (-0.44768, -0.45554, 0.94776)
C (0.64589, -0.51061, 1.87064)
N (-2.18642, -0.43540, -1.13072)
H (-2.94292, -2.60492, -2.34266)
H (-2.04773, -3.78778, -1.37357)
H (-1.20927, -2.60818, -2.51517)
H (-2.50310, -2.07290, 0.16558)
H (0.24453, -1.27823, -0.78633)
H (-0.04995, -2.44732, 0.45110)
H (1.54015, -0.28989, 1.28783)
H (0.76047, -1.51263, 2.28409)
H (0.55696, 0.23565, 2.66013)
H (-1.78814, -0.45398, -2.05868)
H (-3.17602, -0.48038, -1.32761)
C (5.55894, 0.70007, -2.16551)
C (4.15678, 1.26438, -2.41635)
C (3.03887, 0.34266, -1.90502)
O (1.66599, 0.85417, -2.14561)
C (0.64646, -0.10304, -2.17236)
N (4.06560, 2.63134, -1.70904)
H (6.23644, 1.23372, -2.83208)
H (5.66140, -0.37572, -2.30794)
H (5.86088, 0.81969, -1.12502)
H (4.05568, 1.31367, -3.50053)
H (3.27743, -0.07844, -0.92837)
H (3.10241, -0.58642, -2.47148)
H (0.60361, -0.54791, -1.17820)
H (0.76740, -0.85979, -2.94747)
H (-0.35927, 0.26587, -2.37365)
H (4.28296, 2.47256, -0.73557)
H (4.81859, 3.19804, -2.07230)
C (-4.13838, -0.60641, 2.93883)
C (-3.21645, 0.18078, 2.02807)
C (-1.93355, 0.57069, 2.73982)
O (-1.14038, 1.25228, 1.83587)
C (-0.25182, 2.20803, 2.41090)
N (-2.85237, -0.69931, 0.95198)
H (-5.07128, -0.98273, 2.51909)
H (-4.38430, -0.05713, 3.84763)
H (-3.64516, -1.51014, 3.29675)
H (-3.69859, 1.12075, 1.75955)
H (-1.49145, -0.22255, 3.34267)
H (-2.15478, 1.28508, 3.53279)
H (0.41496, 2.56867, 1.62768)
H (0.25756, 1.71250, 3.23738)
H (-0.86000, 3.06362, 2.70448)
H (-2.49154, -1.58268, 1.28297)
H (-3.72131, -0.96726, 0.51238)

Calculated values
Highest occupied orbital energy (spin up / spin down)   -22.87 / -22.97 eV
Spin multiplicity   5
<S²>   6.03
Total charge   +4
F_max   0.160 Eh/bohr
Kohn-Sham gap (spin up / spin down)   9.5 / 6.3 eV